{"formula": "C5H11N2", "method": "the ωB97M-V functional and the def2-TZVPD basis", "lumo_energy_ev": -4.1, "gap_ev": 10.366, "e_homo_ev": -14.51, "total_charge": 1, "species": ["C", "C", "C", "C", "C", "N", "N", "H", "H", "H", "H", "H", "H", "H", "H", "H", "H", "H"], "positions_angstrom": [[-1.31, -0.55, -1.71], [-0.20, -0.63, 2.32], [-0.95, -0.59, -0.44], [0.74, -0.40, 1.43], [0.47, -0.29, 0.04], [1.29, -0.41, -1.01], [0.23, 1.66, -0.04], [-2.26, -0.85, -1.91], [-0.75, -0.42, -2.67], [0.12, -0.64, 3.35], [-1.19, -0.98, 2.00], [-1.76, -0.58, 0.26], [1.70, -0.02, 1.65], [1.08, -0.74, -1.98], [2.26, -0.17, -0.95], [-0.67, 1.55, -0.48], [0.81, 2.01, -0.77], [0.40, 2.06, 0.90]]}

---

{"formula": "C5H11N2", "method": "the ωB97M-V functional and the def2-TZVPD basis", "lumo_energy_ev": -3.0, "gap_ev": 13.315, "e_homo_ev": -16.31, "total_charge": 1, "species": ["C", "C", "C", "C", "C", "N", "N", "H", "H", "H", "H", "H", "H", "H", "H", "H", "H", "H"], "positions_angstrom": [[-0.89, 0.28, -0.09], [2.88, 0.96, -0.23], [4.30, 1.01, 0.10], [-3.96, 1.29, 0.48], [-3.33, 0.36, -0.55], [1.79, 0.74, -0.45], [-1.98, 0.30, -0.39], [2.53, -2.87, 0.06], [0.38, 0.45, -0.04], [3.00, -3.43, 0.22], [4.37, 0.62, 1.06], [4.60, 0.33, -0.63], [4.45, 2.05, 0.04], [-5.08, 1.00, 0.59], [-3.48, 1.24, 1.44], [-3.89, 2.26, 0.15], [-3.57, 0.68, -1.58], [-3.79, -0.61, -0.49]]}

---

{"formula": "C5H11N2", "method": "the ωB97M-V functional and the def2-TZVPD basis", "lumo_energy_ev": -4.6, "gap_ev": 9.604, "smiles": "CC(=[NH2+])C1(N)CC1", "e_homo_ev": -14.24, "total_charge": 1, "species": ["C", "C", "N", "C", "N", "C", "C", "H", "H", "H", "H", "H", "H", "H", "H", "H", "H", "H"], "positions_angstrom": [[1.49, -1.26, 0.12], [0.83, 0.01, -0.03], [1.76, 1.13, 0.08], [-0.50, 0.45, -0.11], [-0.59, 1.85, 0.07], [-1.52, -0.49, 0.64], [-1.61, -0.40, -0.81], [2.23, -1.27, 0.83], [1.93, -1.64, -0.72], [0.85, -2.01, 0.29], [2.69, 1.13, 0.35], [1.33, 2.05, 0.24], [-0.81, 2.25, 0.97], [-1.19, 2.17, -0.64], [-2.32, 0.12, 1.28], [-1.20, -1.31, 1.10], [-1.18, -1.16, -1.40], [-2.47, 0.11, -1.29]]}

---

{"formula": "C5H11N2", "method": "the ωB97M-V functional and the def2-TZVPD basis", "lumo_energy_ev": -2.8, "gap_ev": 11.038, "smiles": "C[C@]12CNC[C@H]1[NH2+]2", "e_homo_ev": -13.85, "total_charge": 1, "species": ["C", "C", "C", "N", "C", "C", "N", "H", "H", "H", "H", "H", "H", "H", "H", "H", "H", "H"], "positions_angstrom": [[2.02, 0.25, 0.26], [0.54, 0.06, 0.02], [-0.35, 1.22, -0.19], [-1.62, 0.58, -0.41], [-1.71, -0.58, 0.53], [-0.21, -1.14, 0.46], [0.18, -1.09, -0.98], [2.43, -0.69, 0.36], [2.26, 0.80, 1.09], [2.63, 0.71, -0.57], [-0.46, 1.72, 0.69], [0.05, 1.96, -0.87], [-2.31, 1.27, -0.57], [-2.50, -1.25, 0.50], [-1.66, -0.18, 1.48], [0.28, -1.70, 1.23], [0.99, -1.37, -1.51], [-0.58, -0.56, -1.52]]}

---

{"formula": "C5H11N2O", "method": "the ωB97M-V functional and the def2-TZVPD basis", "lumo_energy_ev": 3.7, "gap_ev": 5.687, "smiles": "N/C=C/C[C@H](N)C[O-]", "e_homo_ev": -2.03, "total_charge": -1, "species": ["N", "C", "C", "C", "C", "N", "C", "O", "H", "H", "H", "H", "H", "H", "H", "H", "H", "H", "H"], "positions_angstrom": [[-0.60, -2.28, -2.51], [-0.53, -0.97, -1.93], [-0.75, -0.73, -0.64], [-0.64, 0.64, -0.08], [0.08, 0.67, 1.29], [-0.20, 1.98, 1.89], [1.63, 0.14, 1.05], [2.39, 1.22, 1.27], [-0.78, -2.96, -1.80], [-1.08, -2.25, -3.39], [-0.22, -0.16, -2.59], [-0.83, -1.51, 0.10], [-0.19, 1.32, -0.80], [-1.67, 1.05, 0.12], [-0.48, 0.02, 1.98], [0.22, 2.66, 1.25], [0.23, 2.11, 2.80], [1.82, -0.63, 1.92], [1.63, -0.30, 0.06]]}

---

{"formula": "C5H11N2O", "method": "the ωB97M-V functional and the def2-TZVPD basis", "lumo_energy_ev": -3.3, "gap_ev": 10.052, "smiles": "C=C(C)[C@@H]([NH3+])C(N)=O", "e_homo_ev": -13.33, "total_charge": 1, "species": ["C", "C", "C", "C", "N", "C", "N", "O", "H", "H", "H", "H", "H", "H", "H", "H", "H", "H", "H"], "positions_angstrom": [[-1.84, -1.28, -0.36], [-1.04, -0.27, 0.04], [-1.16, 0.48, 1.38], [0.15, 0.27, -0.79], [0.32, 1.75, -0.67], [1.65, -0.35, 0.02], [1.89, -1.66, -0.07], [2.25, 0.60, 0.47], [-1.58, -1.85, -1.16], [-2.82, -1.65, 0.14], [-0.33, 0.35, 2.03], [-1.43, 1.52, 1.33], [-1.96, -0.04, 1.93], [0.45, -0.03, -1.85], [0.80, 2.08, -1.53], [0.98, 1.79, 0.18], [-0.40, 2.50, -0.64], [1.34, -2.12, -0.71], [2.70, -2.08, 0.27]]}